Entry 1:
Here is a structure of composition C36H32Br2FN3OPS4SbSiTa from OMol25. Energies are from ωB97M-V/def2-TZVPD.

```
83
Properties=species:S:1:pos:R:3
Ta -0.30142 -0.19608 1.20289
S -4.00982 0.91466 4.59607
Sb -3.36423 1.31471 2.49374
S -2.66319 -2.26185 3.16980
S -2.61885 -1.01316 1.59726
S -0.86360 1.57857 2.67160
Br -0.49346 -5.32305 1.37639
C 0.79883 -4.31091 0.45112
C 1.81675 -4.97837 -0.25214
C 2.73219 -4.28097 -0.98634
Br 4.08368 -5.24046 -1.92414
C 2.67038 -2.87283 -1.07723
C 3.51831 -2.04397 -1.84257
C 3.29791 -0.69657 -1.87163
C 2.24062 -0.15200 -1.12463
N 1.46300 -0.88923 -0.37533
C 1.64888 -2.22928 -0.34652
C 0.70075 -2.93451 0.44628
O -0.22142 -2.25200 1.06846
H 1.86040 -6.05722 -0.21015
H 4.32889 -2.48696 -2.40554
H 3.93267 -0.03773 -2.44863
H 2.03445 0.91122 -1.12400
C 1.01292 -2.93080 3.85213
Si 1.43762 -1.12051 3.97313
C 3.09976 -1.07164 4.87446
C 0.24387 -0.29403 5.13689
N 1.51326 -0.37085 2.36361
C 2.75302 0.08000 1.91939
C 3.94344 -0.66371 1.99815
C 5.16384 -0.16656 1.56897
C 5.26081 1.10180 1.01285
C 4.09801 1.84529 0.85716
C 2.90032 1.31731 1.28538
F 1.77173 2.01608 0.99124
H 1.05570 -3.37830 4.85087
H 1.73307 -3.46231 3.21987
H 0.00544 -3.08188 3.46117
H 2.87562 -1.28548 5.92300
H 3.59381 -0.09748 4.83364
H 3.80203 -1.83161 4.52926
H 0.41548 -0.71277 6.13485
H -0.79825 -0.48776 4.87100
H 0.38970 0.78548 5.18770
H 3.87794 -1.67144 2.38581
H 6.04807 -0.78556 1.66197
H 6.21272 1.49831 0.68548
H 4.10014 2.82265 0.39090
N -0.80978 0.58641 -0.46734
P -1.81617 1.18445 -1.48984
C -1.32860 0.90792 -3.21974
C 0.01479 1.08371 -3.54581
C 0.44501 0.92065 -4.85280
C -0.46695 0.58705 -5.84643
C -1.80585 0.41916 -5.52976
C -2.23953 0.57709 -4.21807
C -1.98112 2.98316 -1.38786
C -2.60812 3.71880 -2.39198
C -2.73638 5.09244 -2.25885
C -2.23456 5.73090 -1.13027
C -1.60269 4.99962 -0.13564
C -1.47287 3.62165 -0.26047
C -3.47734 0.48676 -1.38816
C -3.59669 -0.88968 -1.58293
C -4.82908 -1.50478 -1.44678
C -5.94134 -0.75008 -1.09762
C -5.82366 0.61673 -0.89129
C -4.59162 1.23927 -1.03648
H 0.71786 1.34669 -2.76774
H 1.49227 1.05050 -5.09569
H -0.13133 0.45500 -6.86739
H -2.51881 0.15620 -6.30121
H -3.28313 0.43161 -3.97041
H -2.99007 3.21918 -3.27489
H -3.22592 5.66698 -3.03529
H -2.33922 6.80433 -1.03054
H -1.21368 5.49453 0.74497
H -0.99472 3.03551 0.51622
H -2.71367 -1.47564 -1.81104
H -4.91530 -2.57603 -1.57237
H -6.89938 -1.23589 -0.96286
H -6.68706 1.19821 -0.59492
H -4.49709 2.30138 -0.85235
```

As for the total charge: -1. For the HOMO-LUMO gap, the calculation gives 5.5 eV. The calculation puts the total energy at -255778.0015 eV.

=====

Entry 2:
Here is a structure of composition C39H46OP2Pt at a distorted geometry from OMol25. Energies are from ωB97M-V/def2-TZVPD.

```
89
Properties=species:S:1:pos:R:3
Pt -0.02338 1.70764 -0.18966
C 1.22540 -3.86184 2.20326
C 1.20242 -2.94632 1.22790
C 0.62068 -3.09239 -0.14109
C -0.79653 -2.49390 -0.27954
C -1.80541 -2.87508 0.75746
C -1.81247 -3.99761 1.48805
C -0.86027 -5.14995 1.39992
C 0.39313 -5.09697 2.30790
C -0.92663 1.06208 1.55783
H 1.92047 -3.72358 3.03877
H 1.66948 -1.96629 1.40892
H 0.62510 -4.13298 -0.47806
H 1.26274 -2.51248 -0.83053
H -0.69268 -1.39588 -0.25692
H -1.17391 -2.75709 -1.28427
H -2.60605 -2.13694 0.88687
H -2.62905 -4.14516 2.19965
H -0.52875 -5.32001 0.37313
H -1.42360 -6.03397 1.74369
H 0.08896 -5.23168 3.35983
H 1.02726 -5.97180 2.07431
H -0.16720 0.95997 2.35001
H -1.36115 0.06679 1.37292
H -1.72137 1.78488 1.80600
P 1.66182 1.56476 -1.54220
P -1.41406 1.42159 -1.82239
C 0.96604 0.44334 -2.76429
C -0.39325 0.37244 -2.89059
C 2.46843 2.88834 -2.47236
C 2.85044 2.74999 -3.81837
C 3.57260 3.76967 -4.43665
C 3.91092 4.93012 -3.72979
C 3.49721 5.07709 -2.40223
C 2.79039 4.05712 -1.76895
C 2.99958 0.87470 -0.50848
C 2.79946 0.86886 0.87030
C 3.78870 0.37136 1.72672
C 4.97333 -0.15213 1.19826
C 5.19165 -0.10206 -0.18605
C 4.22247 0.42558 -1.03987
C -1.98550 2.83762 -2.83260
C -0.99094 3.70173 -3.31505
C -1.30279 4.65605 -4.28793
C -2.61846 4.78718 -4.74458
C -3.62793 3.99071 -4.19056
C -3.32036 3.01080 -3.24426
C -2.95088 0.52881 -1.43872
C -3.75668 1.11837 -0.45839
C -4.96030 0.52218 -0.08650
C -5.35958 -0.67493 -0.68403
C -4.54925 -1.27068 -1.65346
C -3.34432 -0.67556 -2.04243
H 1.68865 -0.06314 -3.40704
H -0.92658 -0.20047 -3.64785
H 2.58676 1.84202 -4.36670
H 3.88542 3.65759 -5.47731
H 4.50592 5.70854 -4.20951
H 3.73973 5.98943 -1.85314
H 2.48501 4.14314 -0.72251
H 1.83767 1.22831 1.26485
H 3.61575 0.38739 2.80039
H 5.72492 -0.58690 1.86351
H 6.14209 -0.46584 -0.59130
H 4.39779 0.48004 -2.11359
H 0.02995 3.60577 -2.93349
H -0.51131 5.28893 -4.68820
H -2.84826 5.50597 -5.53403
H -4.65994 4.13035 -4.51554
H -4.11329 2.38229 -2.83281
H -3.41330 2.03880 0.01928
H -5.57977 1.00544 0.66528
H -6.30442 -1.13732 -0.39491
H -4.86167 -2.20458 -2.11816
H -2.71896 -1.13199 -2.80818
C -0.22279 -0.35765 5.54432
C -0.05645 -1.63315 4.69869
C 1.17673 -2.38839 5.27404
C -1.27805 -2.55777 4.90867
O 0.12720 -1.32157 3.42964
H -0.32804 -0.57877 6.61185
H -1.09410 0.19567 5.19131
H 0.65265 0.27863 5.38827
H 1.17420 -2.41675 6.36982
H 1.18955 -3.41028 4.88678
H 2.09363 -1.89250 4.93276
H -2.20098 -1.98857 4.77157
H -1.27954 -3.35099 4.15756
H -1.28214 -3.01418 5.90475
```

As for the total charge: +2. For the HOMO-LUMO gap (spin up / spin down), the calculation gives 6.5 / 4.5 eV. The calculation puts the total energy at -65040.0797 eV. Its multiplicity is 5. Its expectation value of S² is 6.0176.

=====

Entry 3:
Here is a structure of composition C41H30Cl3F3N2O3PdTe from OMol25. Energies are from ωB97M-V/def2-TZVPD.

```
84
Properties=species:S:1:pos:R:3
Pd 0.39544 -0.38229 -0.30803
C 5.16197 -1.45533 4.68482
C 3.81106 -1.59394 4.02350
C 2.86076 -2.47843 4.49731
C 1.58883 -2.58336 3.93526
C 0.60578 -3.51817 4.52084
O -0.52065 -3.20301 4.84685
C 1.02803 -4.96578 4.71888
C 0.20916 -5.78677 5.49215
C 0.50251 -7.12995 5.66142
C 1.62580 -7.67555 5.05009
C 2.43911 -6.86957 4.26700
C 2.14399 -5.52188 4.10105
C 1.21319 -1.81942 2.76655
O 0.12918 -2.00830 2.16459
C 2.21851 -0.86464 2.31583
C 3.44773 -0.78968 2.93469
C 1.94760 0.08315 1.17820
N 1.07276 1.07000 1.22544
C 0.28591 1.31551 2.42563
C -1.13454 0.72737 2.44049
Te -1.97839 0.42064 0.47132
C -3.03916 -1.34291 0.96733
C -3.33426 -1.76565 2.25858
C -4.04956 -2.93863 2.46721
C -4.49185 -3.69496 1.39108
C -4.20256 -3.27672 0.09742
C -3.47819 -2.11253 -0.11056
C 2.79209 -0.00485 -0.04610
C 3.69723 -1.06565 -0.24283
C 4.53777 -1.09140 -1.34534
C 4.52307 -0.06352 -2.27816
C 3.64386 1.00309 -2.08832
C 2.79935 1.04178 -0.99721
H 5.31291 -2.25427 5.41358
H 5.25921 -0.50120 5.21385
H 5.97474 -1.50625 3.95467
H 3.09824 -3.08439 5.37037
H -0.66990 -5.33847 5.93727
H -0.14860 -7.75632 6.25983
H 1.85596 -8.72731 5.17313
H 3.30243 -7.29762 3.77093
H 2.77239 -4.90246 3.47534
H 4.16950 -0.06793 2.55687
H 0.20404 2.40241 2.51401
H 0.81031 0.94538 3.31367
H -1.79634 1.36180 3.03060
H -1.11499 -0.27507 2.86328
H -2.98537 -1.20115 3.11399
H -4.25072 -3.26315 3.48176
H -5.03996 -4.61638 1.55262
H -4.52627 -3.86929 -0.75117
H -3.22455 -1.80166 -1.11967
H 3.72238 -1.87969 0.47012
H 5.21907 -1.92638 -1.47255
H 5.18202 -0.08870 -3.13858
H 3.62326 1.81529 -2.80586
H 2.13454 1.88015 -0.84518
Cl -3.13826 6.23281 -4.52062
C -2.57836 4.64141 -4.02387
C -1.85972 4.50252 -2.84683
C -1.41266 3.25786 -2.45861
Cl -0.57096 3.11115 -0.93265
C -1.61738 2.05238 -3.22906
O -1.18608 0.92173 -2.91217
C -2.39707 2.30104 -4.41606
Cl -2.78233 0.91202 -5.40258
C -2.86647 3.53704 -4.80810
H -1.64854 5.36845 -2.23261
H -3.44853 3.63676 -5.71422
F -1.18956 -6.64960 -2.43303
C -1.95523 -5.61233 -2.00046
F -2.48093 -6.00993 -0.82829
F -2.97464 -5.51240 -2.87718
C -1.16406 -4.35519 -1.88381
C -0.24344 -4.22945 -0.85791
C 0.53538 -3.08536 -0.80909
N 0.39857 -2.06433 -1.67227
C -0.50018 -2.20096 -2.65696
C -1.29066 -3.32469 -2.80730
H -0.12871 -5.00993 -0.11778
H 1.31573 -2.98879 -0.06699
H -0.59822 -1.35265 -3.32613
H -1.99156 -3.39618 -3.62731
```

As for the total charge: -2. For the HOMO-LUMO gap, the calculation gives 4.9 eV. The calculation puts the total energy at -108621.2789 eV.

=====

Entry 4:
Here is a structure of composition C41H44Cl2N6O6SSr at a distorted geometry from OMol25. Energies are from ωB97M-V/def2-TZVPD.

```
101
Properties=species:S:1:pos:R:3
Sr -0.32661 -0.59660 0.56627
N 1.79082 -2.29127 2.02896
C 3.19160 -2.48556 1.63834
C 3.30907 -2.61375 0.11582
C 4.15267 -1.51825 -0.53342
C 3.66740 -0.09636 -0.30368
N 2.24370 0.05407 -0.59830
H 1.68949 -2.32637 3.03841
H 1.25093 -3.08247 1.67253
H 3.63428 -3.36688 2.11887
H 3.76577 -1.62398 1.98898
H 2.30580 -2.60642 -0.31898
H 3.73477 -3.58488 -0.14594
H 4.21215 -1.70008 -1.61219
H 5.18349 -1.57994 -0.16687
H 4.28921 0.58338 -0.90256
H 3.82118 0.19318 0.74135
H 2.02917 -0.38131 -1.49044
H 1.97438 1.02877 -0.69902
O -2.25498 1.03210 2.03408
C -3.53577 1.19362 1.48621
C -3.71856 0.65791 0.07328
C -4.94107 0.84762 -0.56831
C -5.11679 0.36603 -1.84453
C -4.05960 -0.29228 -2.46266
C -2.88765 -0.44103 -1.75654
N -2.70706 0.02179 -0.50727
H -1.71049 1.80438 1.73454
H -3.83361 2.24819 1.49201
H -4.24125 0.66467 2.13751
H -5.73783 1.37711 -0.06147
H -6.05760 0.50347 -2.36037
H -4.13715 -0.68742 -3.46465
H -2.03417 -0.93359 -2.20487
C 2.14025 1.77936 3.93411
C 1.68348 1.31459 5.15292
C 0.65575 0.38760 5.18809
C 0.11330 -0.06805 3.99213
N 0.54361 0.40523 2.82111
C 1.52301 1.30359 2.78827
C -0.96038 -1.14246 3.95911
C -1.49269 -1.63293 5.14389
C -2.43748 -2.63971 5.09856
C -2.84086 -3.12245 3.86969
C -2.28614 -2.57002 2.72819
N -1.35029 -1.61413 2.76411
H 2.94853 2.49199 3.85371
H 2.12523 1.66668 6.07623
H 0.30142 0.01977 6.13780
H 1.81905 1.66271 1.80974
H -1.17764 -1.23709 6.09613
H -2.85153 -3.03750 6.01608
H -3.57706 -3.90760 3.77724
H -2.58351 -2.91236 1.74164
C -0.03850 -7.45971 -5.11811
C -0.21440 -6.43960 -4.02858
C -1.28368 -6.52228 -3.14340
C -1.46038 -5.58195 -2.14086
C -0.54903 -4.54213 -2.01598
C 0.52386 -4.43496 -2.88778
C 0.68102 -5.38447 -3.88413
S -0.79436 -3.40686 -0.70561
O -0.23374 -3.98355 0.50484
O -2.21857 -3.14071 -0.60598
O -0.05063 -2.16580 -1.07576
H -0.79517 -8.23968 -5.05007
H 0.93988 -7.93855 -5.06347
H -0.12140 -7.00595 -6.10671
H -1.99645 -7.33249 -3.23965
H -2.30276 -5.64827 -1.46870
H 1.22433 -3.61780 -2.79344
H 1.51774 -5.30268 -4.56785
Cl 2.67344 4.08273 -0.08476
C 1.42678 5.15453 0.52844
C 1.28212 5.24226 1.90127
C 0.34774 6.09159 2.46046
C -0.44101 6.86014 1.61647
C -0.28840 6.75055 0.25169
Cl -1.32840 7.72927 -0.76508
C 0.64367 5.89131 -0.35227
N 0.77110 5.85427 -1.72218
C 1.04449 4.67554 -2.48412
C 2.12821 4.68970 -3.35448
C 2.41151 3.58995 -4.14166
C 1.60337 2.46014 -4.05450
C 0.51761 2.46018 -3.19749
C 0.21158 3.56612 -2.40274
C -0.98541 3.50273 -1.47917
C -0.67487 2.67998 -0.23356
O -1.01041 3.10299 0.88697
O -0.14875 1.55166 -0.45190
H 1.92299 4.63634 2.52294
H 0.23336 6.15601 3.53146
H -1.18874 7.53991 1.99946
H 0.22601 6.55478 -2.20323
H 2.75014 5.57399 -3.38328
H 3.25722 3.60736 -4.81617
H 1.81180 1.58625 -4.65678
H -0.11884 1.58768 -3.12417
H -1.78020 2.96983 -2.00933
H -1.36763 4.48460 -1.20490
```

For the HOMO-LUMO gap, the calculation gives 7.9 eV. The calculation puts the total energy at -101179.7351 eV.

=====

Across the entries above, energy relative to the best compared isomer or geometry (same formula, charge and spin) takes the values 47.1, 0.0, 10.2, 16.4 kcal per mole, respectively.